Computed, not measured: a 10-piece molecular cluster, C31H41F3O29 overall at a distorted geometry, with ωB97M-V/def2-TZVPD.

Computed properties:
- Energy: -3687.5234 Ha
- Charge: 0

Bonds (Å) are listed after each position.
CARTESIAN COORDINATES (ANGSTROEM)
1 C 3.84 6.28 1.39  C2 1.571, H10 1.079, H11 1.094, H12 1.095
2 C 3.86 4.93 0.59  C1 1.571, O3 1.433, H13 1.088, H14 1.093
3 O 3.45 3.80 1.38  C2 1.433, C4 1.362
4 C 2.31 3.14 1.07  O3 1.362, O5 1.168, C6 1.636
5 O 1.70 3.33 0.09  C4 1.168
6 C 1.90 1.97 2.14  C4 1.636, F7 1.326, F8 1.355, F9 1.308
7 F 2.23 0.80 1.59  C6 1.326
8 F 2.50 2.17 3.34  C6 1.355
9 F 0.61 2.01 2.36  C6 1.308
10 H 4.48 6.34 2.26  C1 1.079
11 H 2.81 6.42 1.74  C1 1.094
12 H 3.96 7.05 0.63  C1 1.095
13 H 4.87 4.68 0.29  C2 1.088
14 H 3.22 5.07 -0.29  C2 1.093
15 O -3.42 -1.95 -1.12  C16 1.195
16 C -3.33 -2.77 -0.25  O15 1.195, O17 1.324, O20 1.298
17 O -3.35 -2.51 1.05  C16 1.324, C18 1.486
18 C -3.61 -3.78 1.78  O17 1.486, C19 1.543, H21 1.102, H22 1.127
19 C -3.31 -4.87 0.74  C18 1.543, O20 1.452, H23 1.068, H24 1.072
20 O -3.16 -4.04 -0.44  C16 1.298, C19 1.452
21 H -2.86 -3.75 2.60  C18 1.102
22 H -4.68 -3.90 2.10  C18 1.127
23 H -4.06 -5.62 0.59  C19 1.068
24 H -2.37 -5.29 1.04  C19 1.072
25 O -0.51 -3.91 2.01  C26 1.211
26 C 0.41 -3.69 2.77  O25 1.211, O27 1.340, O30 1.382
27 O 1.07 -2.53 2.87  C26 1.340, C28 1.442
28 C 1.98 -2.59 3.99  O27 1.442, C29 1.479, H31 1.089, H32 1.112
29 C 2.21 -4.04 4.14  C28 1.479, O30 1.439, H33 1.067, H34 1.109
30 O 0.98 -4.61 3.63  C26 1.382, C29 1.439
31 H 2.88 -2.07 3.65  C28 1.089
32 H 1.48 -2.05 4.82  C28 1.112
33 H 2.30 -4.31 5.17  C29 1.067
34 H 3.05 -4.44 3.54  C29 1.109
35 O 0.81 -2.99 -3.90  C36 1.171
36 C 0.81 -3.66 -2.94  O35 1.171, O37 1.381, O40 1.313
37 O 0.48 -5.00 -3.00  C36 1.381, C38 1.457
38 C 0.57 -5.54 -1.65  O37 1.457, C39 1.544, H41 1.066, H42 1.106
39 C 0.77 -4.32 -0.73  C38 1.544, O40 1.445, H43 1.046, H44 1.082
40 O 1.01 -3.28 -1.70  C36 1.313, C39 1.445
41 H -0.34 -6.10 -1.55  C38 1.066
42 H 1.48 -6.18 -1.60  C38 1.106
43 H 1.63 -4.51 -0.17  C39 1.046
44 H -0.08 -4.03 -0.11  C39 1.082
45 O -3.48 3.64 1.58  C46 1.205
46 C -2.90 3.84 0.55  O45 1.205, O47 1.337, O50 1.346
47 O -1.58 4.02 0.52  C46 1.337, C48 1.460
48 C -1.12 4.18 -0.86  O47 1.460, C49 1.519, H51 1.105, H52 1.058
49 C -2.39 3.91 -1.65  C48 1.519, O50 1.441, H53 1.131, H54 1.084
50 O -3.45 3.88 -0.68  C46 1.346, C49 1.441
51 H -0.66 5.17 -0.99  C48 1.105
52 H -0.40 3.43 -1.06  C48 1.058
53 H -2.31 2.84 -2.02  C49 1.131
54 H -2.61 4.58 -2.47  C49 1.084
55 O -1.50 -1.98 4.36  C56 1.177
56 C -1.95 -0.89 4.26  O55 1.177, O57 1.281, O60 1.381
57 O -1.50 0.17 4.82  C56 1.281, C58 1.442
58 C -2.11 1.36 4.27  O57 1.442, C59 1.525, H61 1.122, H62 1.077
59 C -3.40 0.75 3.72  C58 1.525, O60 1.439, H63 1.100, H64 1.117
60 O -3.03 -0.61 3.46  C56 1.381, C59 1.439
61 H -2.30 2.09 5.10  C58 1.122
62 H -1.49 1.77 3.49  C58 1.077
63 H -3.79 1.25 2.82  C59 1.100
64 H -4.27 0.78 4.43  C59 1.117
65 O -3.13 3.20 -4.58  C66 1.177
66 C -3.25 2.07 -4.25  O65 1.177, O67 1.376, O70 1.347
67 O -4.36 1.31 -4.52  C66 1.376, C68 1.504
68 C -4.08 -0.10 -4.06  O67 1.504, C69 1.494, H71 1.086, H72 1.086
69 C -2.85 0.09 -3.23  C68 1.494, O70 1.450, H73 1.100, H74 1.084
70 O -2.30 1.37 -3.61  C66 1.347, C69 1.450
71 H -4.93 -0.43 -3.48  C68 1.086
72 H -4.00 -0.68 -4.97  C68 1.086
73 H -2.19 -0.78 -3.39  C69 1.100
74 H -3.10 0.16 -2.17  C69 1.084
75 O 3.43 -3.78 1.39  C76 1.201
76 C 3.76 -3.04 0.50  O75 1.201, O77 1.354, O80 1.296
77 O 3.87 -3.52 -0.76  C76 1.354, C78 1.414
78 C 3.92 -2.38 -1.59  O77 1.414, C79 1.515, H81 1.080, H82 1.058
79 C 4.41 -1.24 -0.73  C78 1.515, O80 1.452, H83 1.093, H84 1.089
80 O 4.02 -1.78 0.56  C76 1.296, C79 1.452
81 H 4.58 -2.62 -2.41  C78 1.080
82 H 2.91 -2.18 -1.86  C78 1.058
83 H 3.95 -0.26 -0.84  C79 1.093
84 H 5.49 -1.10 -0.73  C79 1.089
85 O 1.64 5.60 -2.02  C86 1.195
86 C 1.57 4.65 -2.74  O85 1.195, O87 1.369, O90 1.339
87 O 0.45 4.11 -3.31  C86 1.369, C88 1.432
88 C 0.79 2.90 -4.00  O87 1.432, C89 1.569, H91 1.100, H92 1.099
89 C 2.34 2.74 -3.83  C88 1.569, O90 1.463, H93 1.079, H94 1.109
90 O 2.66 4.01 -3.17  C86 1.339, C89 1.463
91 H 0.24 2.04 -3.60  C88 1.100
92 H 0.59 2.92 -5.08  C88 1.099
93 H 2.80 2.66 -4.81  C89 1.079
94 H 2.56 1.90 -3.15  C89 1.109
95 O 1.39 -0.02 -1.70  C96 1.203
96 C 0.50 -0.15 -0.90  O95 1.203, O97 1.319, O100 1.360
97 O 0.43 -1.02 0.08  C96 1.319, C98 1.457
98 C -0.88 -0.88 0.71  O97 1.457, C99 1.539, H101 1.100, H102 1.069
99 C -1.34 0.53 0.30  C98 1.539, O100 1.478, H103 1.086, H104 1.087
100 O -0.54 0.72 -0.93  C96 1.360, C99 1.478
101 H -1.50 -1.72 0.37  C98 1.100
102 H -0.77 -0.95 1.77  C98 1.069
103 H -1.02 1.25 1.04  C99 1.086
104 H -2.42 0.53 0.17  C99 1.087